Entry 1:
{"formula": "C20H72N6O16", "method": "ωB97M-V/def2-TZVPD", "species": ["C", "C", "O", "H", "H", "H", "H", "H", "H", "C", "C", "O", "H", "H", "H", "H", "H", "H", "C", "C", "O", "H", "H", "H", "H", "H", "H", "C", "C", "O", "H", "H", "H", "H", "H", "H", "C", "O", "N", "N", "H", "H", "H", "H", "C", "O", "N", "N", "H", "H", "H", "H", "C", "O", "N", "N", "H", "H", "H", "H", "C", "O", "H", "H", "H", "H", "C", "O", "H", "H", "H", "H", "C", "O", "H", "H", "H", "H", "C", "O", "H", "H", "H", "H", "C", "O", "H", "H", "H", "H", "C", "O", "H", "H", "H", "H", "C", "O", "H", "H", "H", "H", "C", "O", "H", "H", "H", "H", "C", "O", "H", "H", "H", "H"], "coordinates": [[-3.643737, -0.689279, -3.049336], [-5.168253, -1.112485, -2.640539], [-5.744905, -0.237805, -1.703567], [-3.571024, 0.359650, -3.118809], [-3.292908, -1.121661, -3.956075], [-2.907548, -1.029855, -2.313123], [-5.172046, -2.167701, -2.254244], [-5.708369, -0.938262, -3.538790], [-6.727000, -0.402361, -1.612710], [4.413936, 1.730698, 1.490494], [3.232146, 1.839023, 2.444975], [2.069606, 2.168385, 1.777967], [5.249323, 1.260654, 1.922398], [4.667160, 2.750355, 1.170509], [4.267531, 1.243895, 0.615334], [3.483484, 2.432988, 3.322652], [2.991827, 0.905391, 2.943787], [1.478611, 2.624130, 2.353020], [3.481783, -1.322418, 0.907826], [2.983280, -2.691292, 1.208226], [4.102172, -3.609994, 1.099436], [4.207729, -0.998182, 1.612066], [2.743121, -0.586465, 1.068896], [3.703872, -1.376901, -0.196325], [2.171959, -2.929374, 0.503271], [2.589184, -2.644905, 2.253141], [3.732831, -4.465124, 1.159566], [0.631339, 0.792715, -4.948543], [-0.061902, 0.688797, -3.621078], [-0.330596, 2.081977, -3.297968], [1.679119, 1.001088, -5.018010], [0.108169, 1.473715, -5.605404], [0.665991, -0.117986, -5.530395], [0.449918, 0.150829, -2.852470], [-1.026502, 0.147090, -3.750111], [-1.023962, 2.442649, -3.855831], [2.893902, 2.464597, -1.886981], [4.223621, 2.798988, -1.614169], [2.149044, 1.906238, -1.001191], [2.374797, 2.651584, -3.065441], [2.464629, 1.827486, 0.004260], [1.089370, 1.909734, -1.145873], [3.009706, 3.086183, -3.802420], [1.476903, 2.265734, -3.271753], [-0.775762, -5.296697, -0.526148], [-1.003645, -5.945989, -1.702221], [-0.274795, -4.114508, -0.373027], [-1.007113, -5.834433, 0.614945], [0.194134, -3.507088, -1.073832], [0.067805, -3.779168, 0.578607], [-1.428091, -6.772521, 0.575901], [-0.894973, -5.490707, 1.594555], [0.782598, 3.259709, 4.677025], [1.511350, 2.378179, 5.470738], [0.043551, 2.853485, 3.724757], [0.907762, 4.521545, 4.788094], [-0.000703, 1.850665, 3.554586], [-0.753327, 3.370376, 3.287703], [1.650021, 4.809334, 5.429569], [0.244395, 5.193191, 4.334925], [0.467001, -2.922065, -3.030157], [1.294326, -2.761746, -1.955566], [0.791756, -2.548791, -4.005316], [-0.448876, -2.412844, -2.827887], [0.242130, -3.966255, -3.175339], [1.827677, -1.965578, -2.147417], [-3.288518, 2.684970, 3.447736], [-2.458984, 3.056211, 2.421555], [-4.413788, 2.817234, 3.160567], [-3.061149, 3.269610, 4.318449], [-3.052254, 1.635237, 3.822229], [-2.518617, 2.418711, 1.746012], [-1.282789, -3.037049, 2.627599], [0.053771, -3.281933, 2.184770], [-1.959996, -3.892880, 2.463167], [-1.679241, -2.180567, 2.147527], [-1.243106, -2.962845, 3.698810], [0.453707, -3.903182, 2.812012], [-3.417421, -2.636238, -0.010658], [-2.689221, -3.139442, -1.132479], [-4.397872, -2.302220, -0.373140], [-2.974551, -1.772593, 0.444674], [-3.446579, -3.404827, 0.747824], [-1.810365, -3.505596, -0.914028], [0.367058, 4.175919, 0.175455], [-0.302851, 3.143687, -0.494376], [0.105937, 4.198454, 1.259861], [0.191292, 5.149902, -0.225998], [1.396364, 3.991092, 0.034671], [-0.696667, 3.619361, -1.262212], [3.862314, -0.500629, -3.038250], [2.666864, -0.448167, -2.350776], [4.135091, 0.527185, -3.403854], [3.963211, -1.222164, -3.866591], [4.571522, -0.842215, -2.259376], [2.657518, 0.383565, -1.880944], [0.641006, -0.345902, 3.691115], [-0.603413, 0.228645, 3.481015], [0.409545, -1.270288, 4.266092], [1.251258, 0.289750, 4.383190], [1.218482, -0.699118, 2.849728], [-0.863286, 0.079791, 2.546055], [-0.463930, -0.234580, -0.155190], [-0.632368, 0.717343, 0.890615], [0.582125, -0.377894, -0.331374], [-0.951179, 0.024569, -1.113185], [-0.926199, -1.165326, 0.242278], [-0.359935, 1.564504, 0.521103], [-3.701150, 2.272315, -0.774204], [-4.038382, 1.083224, -0.072511], [-2.993359, 1.955179, -1.527726], [-3.198141, 3.119451, -0.185569], [-4.562577, 2.812666, -1.309258], [-4.383707, 0.426464, -0.723574]], "forces_ev_per_a": [[-1.50, -1.21, 2.28], [2.32, -0.55, -0.76], [-1.20, 0.30, 0.93], [-0.12, 1.43, -0.19], [-0.34, -0.53, -0.95], [-0.32, 0.02, 0.20], [-0.07, 0.87, -0.76], [-0.64, -0.74, -1.02], [1.84, 0.16, -0.21], [-0.53, 2.93, 1.93], [1.34, -1.88, 1.17], [-0.16, 0.58, -1.69], [1.12, -0.39, 0.94], [0.26, -0.20, 0.13], [-0.98, -1.74, -2.65], [-0.15, 0.85, -0.29], [0.52, -0.76, 0.01], [-0.88, 0.53, 0.77], [-0.04, -0.81, -1.97], [0.01, -0.16, 1.11], [-0.46, 1.93, -0.03], [1.46, -0.11, 0.01], [-1.47, 0.71, -0.16], [0.61, 0.78, 1.26], [0.27, -0.26, 0.27], [0.12, -0.60, -0.57], [-0.42, -1.59, 0.05], [0.26, -1.51, -1.48], [-1.79, 0.63, -1.85], [-0.17, -0.39, 1.59], [0.66, 0.80, 0.85], [-0.20, 0.39, -0.02], [-0.59, -0.82, 0.08], [0.66, 0.35, 0.58], [0.48, 0.36, 0.07], [-0.01, -0.33, -0.21], [9.04, 3.10, 0.88], [-6.18, -1.55, -1.36], [-3.41, -2.07, 3.62], [1.47, 1.61, -3.33], [-0.62, 0.44, -1.59], [2.07, 0.18, 0.37], [-1.49, -1.03, 1.59], [-0.28, 0.49, -0.41], [-0.08, -3.20, -7.36], [0.91, 3.09, 5.27], [2.62, 4.97, 0.35], [-2.27, -4.79, 5.07], [-0.44, -1.33, 0.49], [-0.99, -0.95, -1.40], [0.38, 0.81, -0.04], [0.09, 0.09, -2.02], [4.79, -6.18, 5.09], [-3.01, 4.08, -3.65], [-3.36, -1.66, -3.80], [0.56, 5.54, 1.24], [-0.66, -0.04, 0.36], [1.08, -0.51, 0.55], [-0.86, 0.28, -0.29], [1.37, -0.97, 0.76], [-1.35, -0.46, -2.00], [2.27, 0.92, 0.28], [0.66, 0.15, 0.18], [-1.21, 0.36, -0.03], [-0.18, -0.49, 0.03], [0.11, 0.08, 0.70], [-2.28, -1.78, 1.15], [1.03, 1.80, -0.01], [1.89, -0.42, 0.66], [-0.07, 0.75, 0.31], [-0.63, 0.92, -0.74], [-0.02, -1.35, -1.49], [0.18, -1.65, 0.82], [0.00, -0.23, 0.44], [0.22, 0.20, -0.44], [-0.18, 0.82, -0.28], [-0.25, 0.73, 0.55], [0.09, 0.37, -0.20], [0.53, -0.63, -1.00], [-0.79, 0.74, -0.35], [0.14, -0.49, 0.31], [0.49, 0.77, 0.17], [-0.66, -0.25, 0.33], [-0.60, 0.44, 0.44], [0.27, 0.31, 1.74], [-1.62, 0.89, -1.43], [0.20, -0.13, -0.78], [-0.55, 0.65, -0.40], [1.39, 0.00, 0.40], [0.12, -1.39, 0.57], [2.66, 0.49, 0.14], [-1.85, -1.01, -0.83], [0.03, -1.02, 0.26], [-0.86, 0.21, 0.30], [0.57, 0.37, -0.78], [-0.33, 0.28, 0.74], [0.78, -1.63, 2.67], [-1.11, 0.33, -1.32], [0.63, 0.17, -0.05], [-0.42, -0.28, -0.76], [-0.08, 0.47, -0.74], [0.27, 0.51, 0.54], [-1.00, -0.66, 0.57], [-0.28, -0.06, -0.76], [0.77, -0.39, -0.20], [-0.10, 0.12, 0.54], [0.47, 0.42, -0.63], [-0.13, 0.35, 0.20], [-0.32, 1.17, -0.68], [-0.03, 0.59, 0.25], [0.43, 0.42, -0.55], [-0.73, -1.70, -0.13], [0.77, -1.04, 0.77], [-0.03, 0.87, 0.68]], "homo_energy_ev": -9.0, "total_charge": 0, "total_energy_ev": -63601.2407, "e_lumo_ev": -0.0863, "de_lowest_kcal_mol": 45.6}

=====

Entry 2:
{"formula": "C21H12N6OS", "method": "ωB97M-V/def2-TZVPD", "species": ["N", "N", "O", "C", "C", "N", "N", "N", "S", "C", "C", "C", "C", "C", "C", "C", "C", "C", "C", "C", "C", "C", "C", "C", "C", "C", "C", "N", "C", "H", "H", "H", "H", "H", "H", "H", "H", "H", "H", "H", "H"], "coordinates": [[1.792611, 4.638454, 2.369668], [-1.890510, 3.469476, 2.875591], [-0.751609, 1.063703, -2.862878], [1.012432, 3.848969, 1.938557], [-1.043335, 3.150398, 2.170005], [0.693775, -0.982071, 1.742162], [1.717271, 1.347034, 2.761857], [-2.254878, -0.597311, -2.437771], [0.040797, 0.410183, -5.409984], [-1.316511, 0.010554, -3.126075], [-0.086336, -0.852024, -6.649371], [-1.061524, -1.760833, -6.399763], [-1.640986, -1.656575, -5.030093], [-1.169862, -0.517460, -4.450336], [0.021272, 0.100638, 1.642173], [0.538696, 1.355713, 2.081259], [-3.621609, -0.133304, -0.362150], [3.834472, -2.200015, 3.166144], [4.339173, -0.995030, 3.601180], [-3.637285, 0.005589, 1.017251], [-2.394560, -0.217758, -1.094247], [2.637825, -2.226664, 2.480198], [3.685127, 0.176113, 3.447405], [-2.397951, 0.124030, 1.730745], [-1.260996, -0.143515, -0.278877], [1.935454, -0.980564, 2.300088], [2.391388, 0.266572, 2.904402], [-1.284159, -0.010417, 1.024702], [0.144888, 2.742537, 1.510251], [0.506863, -0.902948, -7.540969], [-1.343555, -2.578382, -6.987264], [-2.486231, -2.319244, -4.635609], [-4.580603, -0.233033, -0.871483], [4.268369, -3.185029, 3.413339], [5.371552, -0.997285, 4.019012], [-4.571454, 0.038208, 1.569566], [2.294745, -3.097076, 2.101368], [4.031540, 1.113032, 3.833359], [-2.265516, 0.226110, 2.808266], [-0.271494, -0.248304, -0.759947], [0.072713, 2.747525, 0.388271]], "forces_ev_per_a": [[-3.42, -3.06, -1.91], [-0.12, -0.09, -0.25], [1.28, 1.24, 1.07], [4.70, 2.63, 1.67], [-2.55, 0.32, 0.83], [0.87, -1.38, 0.14], [-3.18, 3.00, -1.62], [-1.90, -0.06, 3.68], [-1.02, -2.54, -0.38], [-1.24, 0.74, -0.49], [-0.70, 0.44, 0.40], [-0.11, 0.40, 3.00], [-0.42, 0.52, -1.67], [1.55, -0.46, -1.57], [0.07, 1.44, 0.59], [3.03, -0.26, 0.12], [0.04, -0.25, -0.34], [-1.77, -1.98, -0.68], [2.40, 0.71, 0.74], [1.86, 0.38, 0.83], [-0.24, -1.11, -1.10], [1.49, 3.73, 1.12], [-0.41, 1.34, 0.96], [-2.39, -0.44, 0.07], [1.16, -0.26, -2.48], [-1.06, -0.01, 0.72], [1.07, -5.02, -1.15], [0.85, 0.82, 0.49], [0.40, -0.22, -0.47], [0.23, 0.49, -0.21], [-0.06, -0.95, -1.16], [1.63, 1.14, -0.45], [0.36, 0.04, -0.08], [0.21, 0.87, -0.27], [-1.00, 0.16, -0.11], [0.22, 0.05, -0.09], [-1.45, -2.53, -1.17], [0.69, 0.26, 0.17], [-0.32, 0.04, -0.39], [-0.68, 0.12, 0.49], [-0.09, -0.24, 0.92]], "homo_energy_ev": -8.0, "total_charge": 0, "total_energy_ev": -43790.7505, "e_lumo_ev": -1.7295}

=====

> Number 2 is which compound?

C21H12N6OS